a) The following is a quantum chemistry calculation of one molecule with the formula C6H8N2, from the OMol25 dataset.

Geometry as ORCA input:
```
! RIJCOSX wB97M-V def2-TZVPD def2/J DEFGRID3
* xyz 0 1
C 1.90 0.72 0.23
C 1.33 -0.30 0.83
C 0.11 -0.86 0.30
C -1.43 -0.59 0.81
C -1.79 0.09 -0.55
N -0.37 -0.36 -1.06
N 0.28 0.75 -1.64
C 1.37 1.14 -1.20
H 2.59 1.20 0.65
H 1.91 -0.91 1.70
H 0.07 -2.02 0.28
H -1.52 0.02 1.74
H -1.92 -1.50 1.00
H -2.65 -0.58 -0.83
H -1.70 1.18 -0.60
H 1.81 2.01 -1.67
*
```

Values from the calculation:
Gap between HOMO and LUMO in eV: 8.6
Structure (SMILES): C1=C[C@H]2CCN2N=C1

***

b) The following is a quantum chemistry calculation of one molecule with the formula C6H8N2, from the OMol25 dataset.

Geometry as ORCA input:
```
! RIJCOSX wB97M-V def2-TZVPD def2/J DEFGRID3
* xyz 0 1
N 2.58 -0.52 0.11
C 1.84 0.52 -0.09
C 0.32 0.43 -0.23
C -0.71 1.39 -0.13
C -2.05 0.71 -0.15
C -2.29 -0.61 0.08
C -1.13 -1.38 -0.18
N 0.14 -0.93 -0.44
H 2.31 -1.13 0.84
H 2.59 -1.24 -0.70
H 1.98 1.14 0.97
H 2.61 1.27 -0.81
H -0.68 2.52 -0.10
H -2.90 1.28 0.27
H -3.28 -0.95 0.38
H -1.32 -2.48 0.18
*
```

Values from the calculation:
Gap between HOMO and LUMO in eV: 9.5
Structure (SMILES): NCc1ccccn1

***

b) is the most stable structure; the next one sits 0.0412 hartree above it.

***

a) The following is a quantum chemistry calculation of one molecule with the formula C6H8N2, from the OMol25 dataset.

Geometry as ORCA input:
```
! RIJCOSX wB97M-V def2-TZVPD def2/J DEFGRID3
* xyz 0 1
C 0.21 1.22 -2.17
C 0.49 0.07 -0.41
C -0.99 0.53 -0.40
C -1.90 0.35 0.59
C 1.19 -1.92 1.82
C 1.26 -0.74 0.72
N 1.07 0.54 -1.47
N -0.99 1.35 -1.53
H 0.44 1.65 -3.12
H -2.88 0.69 0.45
H -1.86 -0.37 1.27
H 0.47 -1.83 2.53
H 1.35 0.17 1.46
H 1.61 -2.87 1.70
H 2.20 -0.83 0.23
H -1.65 1.99 -1.67
*
```

Values from the calculation:
Gap between HOMO and LUMO (spin up / spin down) in eV: 6.9 / 8.2

***

b) The following is a quantum chemistry calculation of one molecule with the formula C6H8N2, from the OMol25 dataset.

Geometry as ORCA input:
```
! RIJCOSX wB97M-V def2-TZVPD def2/J DEFGRID3
* xyz 0 1
C -1.86 0.12 -0.34
C -1.11 1.16 -0.02
C 0.26 0.66 0.63
C 1.56 0.86 -0.03
N 2.16 -0.51 -0.15
N 1.10 -1.38 -0.02
C 0.04 -0.92 0.51
C -1.43 -1.26 0.18
H -2.77 0.03 -1.08
H -1.32 2.16 -0.19
H 0.30 0.80 1.77
H 1.47 1.33 -1.02
H 2.36 1.49 0.48
H 2.62 -0.84 -0.97
H -2.21 -1.67 0.95
H -1.17 -2.01 -0.70
*
```

Values from the calculation:
Gap between HOMO and LUMO in eV: 9.6
Structure (SMILES): C1=C[C@@H]2CNN=C2C1

***

c) The following is a quantum chemistry calculation of one molecule with the formula C6H8N2, from the OMol25 dataset.

Geometry as ORCA input:
```
! RIJCOSX wB97M-V def2-TZVPD def2/J DEFGRID3
* xyz 0 1
C 1.94 -0.71 -0.54
C 1.05 0.34 -0.98
C -0.21 0.54 -0.69
C -1.20 1.35 -1.24
N -2.40 0.98 -0.62
C -2.12 0.19 0.30
N -0.72 -0.11 0.37
C 0.22 -0.57 1.39
H 1.60 -1.80 0.03
H 2.85 -0.86 -0.76
H 1.22 1.30 -1.63
H -1.01 2.05 -1.98
H -2.66 -0.21 1.17
H -0.25 -0.52 2.47
H 1.43 -0.18 1.36
H 0.26 -1.79 1.36
*
```

Values from the calculation:
Gap between HOMO and LUMO in eV: 8.4
Structure (SMILES): C=Cc1cncn1C

***

d) The following is a quantum chemistry calculation of a 2-piece molecular cluster, C6H8N2 overall, from the OMol25 dataset.

Geometry as ORCA input:
```
! RIJCOSX wB97M-V def2-TZVPD def2/J DEFGRID3
* xyz 0 1
C -2.08 1.95 -0.25
C -0.58 1.44 -2.07
C -0.97 1.32 -0.86
C -0.06 -1.38 0.35
C 1.28 -0.63 0.47
C -0.05 0.01 0.80
N -3.06 2.34 0.24
N -0.31 0.41 2.09
H 0.30 0.90 -2.34
H -1.16 1.87 -2.80
H -0.48 -1.56 -0.66
H -0.44 -2.26 1.01
H 2.00 -0.93 1.20
H 1.71 -0.73 -0.47
H 0.11 1.30 2.41
H -1.30 0.42 2.15
*
```

Values from the calculation:
Gap between HOMO and LUMO (spin up / spin down) in eV: 9.1 / 9.1

***

b) is the most stable structure; the next one sits 0.0598 hartree above it.

***

a) The following is a quantum chemistry calculation of one molecule with the formula C6H8N2, from the OMol25 dataset.

Geometry as ORCA input:
```
! RIJCOSX wB97M-V def2-TZVPD def2/J DEFGRID3
* xyz 0 1
N -2.48 0.25 2.45
C -1.63 0.10 1.67
C -0.48 -0.10 0.86
C -0.52 -1.15 -0.22
C 0.62 -0.78 -1.20
C 0.76 0.76 -1.08
C 0.25 1.11 0.26
N 0.85 0.28 1.24
H -0.35 -2.15 0.24
H -1.52 -1.16 -0.70
H 0.39 -1.10 -2.23
H 1.54 -1.23 -0.84
H 0.13 1.31 -1.82
H 1.77 1.06 -1.30
H -0.09 2.13 0.47
H 0.77 0.68 2.20
*
```

Values from the calculation:
Gap between HOMO and LUMO in eV: 10.6
Structure (SMILES): N#C[C@@]12CCC[C@@H]1N2

***

b) The following is a quantum chemistry calculation of C6H8N2 as an isolated structure, from the OMol25 dataset.

Geometry as ORCA input:
```
! RIJCOSX wB97M-V def2-TZVPD def2/J DEFGRID3
* xyz 0 1
C 0.83 1.09 -0.40
C 1.31 0.22 0.69
C 0.09 -0.57 0.72
C -0.75 -1.61 1.12
C -1.86 -0.13 -0.16
C -0.60 0.34 -0.09
H 0.61 0.69 -2.69
H 1.91 2.00 -1.91
H 0.80 2.05 -0.03
H 2.08 -0.43 0.40
H 1.55 1.00 1.49
H -0.51 -2.30 1.90
H -2.48 -2.15 0.71
H -2.51 0.40 -0.62
N 1.45 0.80 -1.80
N -1.90 -1.40 0.67
*
```

Values from the calculation:
Gap between HOMO and LUMO in eV: 8.5

***

a) is the most stable structure; the next one sits 0.1913 hartree above it.

***

a) The following is a quantum chemistry calculation of C7H4 as an isolated structure, from the OMol25 dataset.

Geometry as ORCA input:
```
! RIJCOSX wB97M-V def2-TZVPD def2/J DEFGRID3
* xyz 0 1
C 0.16 -1.71 0.64
C -0.28 -1.18 1.72
C 0.14 1.38 1.80
C 0.51 1.40 0.45
C 0.35 -1.20 -0.65
C -0.44 0.47 -0.05
C -0.56 0.18 1.54
H 0.07 2.18 2.56
H 1.31 -0.72 -0.78
H -0.12 -1.63 -1.55
H -1.42 0.89 -0.62
*
```

Values from the calculation:
Gap between HOMO and LUMO in eV: 7.7

***

b) The following is a quantum chemistry calculation of one molecule with the formula C7H4, from the OMol25 dataset.

Geometry as ORCA input:
```
! RIJCOSX wB97M-V def2-TZVPD def2/J DEFGRID3
* xyz 0 1
C -1.96 -0.84 0.04
C -0.53 -0.86 0.12
C -0.74 1.59 -0.04
C 0.66 1.26 0.09
C -1.37 0.39 -0.07
C 0.63 -0.12 0.25
C 0.82 -1.55 -0.10
H -1.29 2.47 -0.21
H 1.62 1.77 0.19
H 0.97 -2.17 0.77
H 1.19 -1.94 -1.02
*
```

Values from the calculation:
Gap between HOMO and LUMO in eV: 9.3

***

b) is the most stable structure; the next one sits 0.1080 hartree above it.

***

a) The following is a quantum chemistry calculation of one molecule with the formula C3H9NS, from the OMol25 dataset.

Geometry as ORCA input:
```
! RIJCOSX wB97M-V def2-TZVPD def2/J DEFGRID3
* xyz 0 1
N -2.25 -0.74 1.57
C -1.41 -1.11 0.49
C -0.34 -0.02 0.26
C 0.53 -0.34 -0.93
S 1.74 1.18 -0.70
H -2.39 -1.55 2.01
H -3.13 -0.22 1.46
H -0.78 -2.13 0.58
H -1.82 -1.15 -0.64
H -1.00 0.87 0.22
H 0.39 0.00 1.10
H -0.06 -0.10 -1.86
H 1.06 -1.35 -0.82
H 2.98 0.64 -0.80
*
```

Values from the calculation:
Gap between HOMO and LUMO in eV: 9.7
Structure (SMILES): NCCCS

***

b) The following is a quantum chemistry calculation of one molecule with the formula C3H9NS, from the OMol25 dataset.

Geometry as ORCA input:
```
! RIJCOSX wB97M-V def2-TZVPD def2/J DEFGRID3
* xyz 0 1
C -2.13 0.39 -0.49
N -0.72 0.25 -0.08
C 0.15 -0.40 -1.06
S 1.84 -0.46 -0.45
C 2.19 0.02 1.32
H -2.62 0.97 0.29
H -2.12 1.03 -1.36
H -2.63 -0.58 -0.43
H -0.60 -0.32 0.75
H 0.19 0.21 -1.97
H -0.18 -1.39 -1.37
H 2.76 0.93 1.23
H 2.62 -0.87 1.76
H 1.26 0.22 1.86
*
```

Values from the calculation:
Gap between HOMO and LUMO in eV: 9.3
Structure (SMILES): CNCSC

***

b) is the most stable structure; the next one sits 0.0208 hartree above it.